1.
The following is a quantum chemistry calculation of a molecular structure, C2H12FeN3S, from the Open Molecules 2025 dataset.

The largest force on an atom comes out at 2.5 eV/Å. As for the HOMO energy (alpha / beta): 0.0077 / -0.0924 hartree. The value obtained for the HOMO-LUMO gap (alpha / beta) is 3.2 / 6.0 eV. As for the LUMO energy (alpha / beta): 3.37 / 3.52 eV.

```
! RIJCOSX wB97M-V def2-TZVPD def2/J DEFGRID3
* xyz -1 5
Fe -0.073 -0.080 -1.605
S 0.390 0.944 0.609
N -0.522 -1.592 0.049
N 0.238 1.271 3.206
N -0.186 -0.875 2.952
C 0.178 1.271 -3.989
C 0.103 0.260 2.311
H -0.374 -1.809 2.570
H -0.197 -0.980 3.982
H -0.423 2.186 -4.176
H -0.727 -2.474 -0.332
H 0.560 0.856 -4.933
H 0.262 1.326 4.234
H 0.756 -1.339 -2.143
H 0.426 2.072 2.691
H 1.011 1.749 -3.444
H -0.372 0.463 -3.416
H -1.316 -1.439 0.707
H 0.266 -1.810 0.725
*
```

Löwdin atomic charge list, values in e, 8 entries: number 1, Fe, carries -0.1127; number 2, S, carries 0.3797; number 3, N, carries -0.1365; number 4, N, carries 0.0024; number 5, N, carries -0.0171; number 6, C, carries -0.1225; number 7, C, carries -0.8310; number 8, H, carries -0.0054

2.
The following is a quantum chemistry calculation of a molecular structure, C34H59BN8OsS6Te, from the Open Molecules 2025 dataset.

The largest force on an atom comes out at 1.5 eV/Å. As for the HOMO energy (alpha / beta): -0.4396 / -0.4410 hartree. The value obtained for the HOMO-LUMO gap (alpha / beta) is 5.2 / 4.3 eV. As for the LUMO energy (alpha / beta): -6.79 / -7.69 eV.

```
! RIJCOSX wB97M-V def2-TZVPD def2/J DEFGRID3
* xyz 2 5
Os -0.215 -0.501 -1.450
Te -0.274 -4.343 -1.800
S -2.229 -2.893 -0.280
S -0.725 -1.779 2.263
S -4.639 -4.042 1.902
S -4.081 -3.859 -2.422
S -6.165 -4.662 -0.544
S -6.613 -5.016 -3.468
N 0.728 2.148 -0.773
N -1.492 0.485 -0.234
N 1.673 -0.462 -0.158
N 0.482 1.363 -1.848
N -0.933 1.178 0.783
N 0.773 -1.446 4.369
N 1.611 0.467 0.825
N -1.415 -2.078 4.769
C 0.785 2.051 -2.963
C 2.978 4.929 -0.516
C -2.993 -4.733 2.255
C -1.207 3.805 2.729
C 2.678 0.307 1.645
C 0.738 -6.222 -2.228
C -3.106 -0.290 -2.489
C 1.179 3.343 -1.188
C 0.617 1.555 -4.368
C -0.530 2.317 -5.041
C -4.681 -4.053 0.153
C -1.152 1.548 3.921
C -2.824 0.536 -0.135
C 1.524 4.498 -0.309
C -4.970 0.916 -1.325
C -1.837 2.415 2.859
C -3.132 1.268 1.006
C -0.439 -1.771 3.912
C 0.567 5.658 -0.601
C 0.609 -4.352 0.161
C 2.761 -1.212 0.010
C 1.223 3.314 -2.580
C 2.596 -2.028 -2.353
C 2.543 2.370 3.288
C 0.366 0.050 -4.447
C -3.779 -0.031 -1.143
C 4.789 -1.981 -1.181
C -5.678 -4.534 -2.213
C -1.924 1.663 1.564
C 3.233 1.099 2.809
C 4.690 1.456 2.460
C 3.282 -2.196 -0.999
C -3.715 -3.621 -0.713
C 3.397 -0.791 1.172
B 0.564 1.601 0.677
H -0.467 5.349 -0.474
H 5.164 -2.609 -1.986
H 5.340 -2.224 -0.278
H 4.728 2.045 1.546
H 1.396 4.204 0.732
H -5.582 0.938 -0.428
H 3.114 -3.215 -0.635
H -2.223 -3.974 2.136
H -0.262 1.086 3.504
H -4.160 -0.982 -0.754
H -1.553 4.288 1.819
H 1.543 1.782 -4.908
H 0.774 2.433 1.456
H 3.143 5.267 -1.534
H 1.504 -1.239 3.707
H 3.264 0.408 3.665
H -0.589 -0.209 -3.967
H -1.295 -2.021 5.767
H -5.595 0.574 -2.147
H -2.293 -1.029 -2.380
H 1.537 4.101 -3.232
H 4.984 -0.941 -1.436
H -1.456 2.172 -4.491
H -3.040 -5.081 3.284
H 0.444 -6.966 -1.495
H 5.299 0.568 2.331
H -0.876 2.151 4.782
H 0.485 -3.383 0.633
H 3.661 4.110 -0.304
H -2.333 -2.297 4.419
H 0.478 -6.570 -3.219
H -4.109 1.503 1.375
H 1.518 2.202 3.594
H 2.751 -2.907 -2.978
H 3.093 2.728 4.156
H -1.826 0.759 4.248
H 0.117 -5.107 0.764
H 4.286 -1.214 1.592
H 1.503 -1.882 -2.227
H -3.823 -0.704 -3.192
H -2.820 -5.572 1.587
H 0.766 6.475 0.085
H 3.011 -1.161 -2.865
H 1.659 -4.601 0.079
H -4.627 1.927 -1.538
H -2.720 0.640 -2.905
H 0.297 -0.252 -5.490
H -2.876 2.570 3.171
H 1.809 -6.062 -2.169
H -0.319 3.381 -5.078
H 1.193 -0.499 -4.000
H -0.125 3.763 2.705
H 3.211 5.750 0.157
H -1.496 4.422 3.576
H -0.666 1.956 -6.056
H 2.584 3.153 2.536
H 5.131 2.045 3.258
H 1.006 -1.503 5.346
H 0.702 6.020 -1.616
*
```

Löwdin atomic charge list, values in e, 8 entries: number 1, Os, carries 1.4421; number 2, Te, carries 1.1925; number 3, S, carries 0.4650; number 4, S, carries 0.6633; number 5, S, carries 0.8663; number 6, S, carries 0.8789; number 7, S, carries 0.9647; number 8, S, carries 0.6571

3.
The following is a quantum chemistry calculation of a molecular structure, C22H32BF4I2MnN2OSi, from the Open Molecules 2025 dataset.

The largest force on an atom comes out at 2.7 eV/Å. As for the HOMO energy (alpha / beta): -0.1680 / -0.1846 hartree. The value obtained for the HOMO-LUMO gap (alpha / beta) is 6.7 / 7.1 eV. As for the LUMO energy (alpha / beta): 2.12 / 2.11 eV.

```
! RIJCOSX wB97M-V def2-TZVPD def2/J DEFGRID3
* xyz -1 6
I 8.165 1.007 -1.075
I 2.875 3.166 -3.369
Mn 0.245 0.835 0.067
Si -0.790 -1.250 -0.668
F -0.252 2.983 -0.754
F -1.737 3.835 -2.373
F -1.881 4.430 -0.031
F -2.448 2.286 -0.730
O 1.974 1.235 -1.239
N -0.376 1.564 2.087
N 2.008 0.597 1.505
C 6.072 1.157 -1.032
C -0.327 -0.245 -3.353
C 3.981 0.545 0.002
C 3.143 -0.230 1.059
C -1.114 -2.608 -3.329
C -0.222 1.037 4.447
C 5.391 0.559 -0.033
C -1.794 2.683 3.664
C -1.958 -1.895 1.948
C -3.448 -0.610 0.374
C 4.022 1.991 -1.999
C 0.236 0.928 3.129
C -2.376 -1.736 0.450
C -1.246 -1.214 -2.615
C -3.070 -3.126 0.051
C -2.664 -0.689 -2.917
C 0.214 -2.790 -0.530
C -1.182 1.997 4.743
C 3.265 1.271 -0.983
C 5.396 1.892 -2.036
C -1.343 2.471 2.360
C 1.550 0.247 2.899
B -1.578 3.434 -1.010
H 0.273 0.416 5.131
H -0.013 -2.859 -3.357
H -2.762 -2.448 2.494
H -4.029 -0.696 1.318
H 1.432 -0.881 2.936
H -4.168 -0.748 -0.390
H -2.872 0.326 -2.512
H -1.749 -0.934 2.505
H 2.765 -1.185 0.625
H -0.335 -3.787 -0.475
H -3.051 0.387 0.309
H -1.735 -3.451 -2.916
H 3.788 -0.303 1.955
H -1.699 3.120 1.563
H 2.253 0.644 3.669
H -1.042 -2.513 2.083
H 0.779 -2.726 0.414
H -4.106 -3.160 0.552
H -1.453 -2.510 -4.376
H -1.288 2.353 5.786
H 0.705 -0.289 -3.027
H -2.541 3.467 3.926
H 5.923 -0.039 0.735
H -2.523 -4.064 0.302
H -0.596 0.801 -3.188
H 0.843 -2.781 -1.417
H 5.950 2.278 -2.856
H -2.824 -0.667 -3.983
H -0.332 -0.476 -4.445
H -3.269 -3.154 -1.022
H 2.365 1.544 1.495
H -3.419 -1.420 -2.545
*
```

Löwdin atomic charge list, values in e, 8 entries: number 1, I, carries 0.7812; number 2, I, carries 0.8578; number 3, Mn, carries 0.8151; number 4, Si, carries 0.6322; number 5, F, carries 0.0495; number 6, F, carries 0.0838; number 7, F, carries 0.0670; number 8, F, carries 0.0203

4.
The following is a quantum chemistry calculation of a molecular structure, C18H32F6N2O8PV, from the Open Molecules 2025 dataset.

The largest force on an atom comes out at 4.6 eV/Å. As for the HOMO energy (alpha / beta): -0.1252 / -0.1254 hartree. The value obtained for the HOMO-LUMO gap (alpha / beta) is 5.2 / 5.2 eV. As for the LUMO energy (alpha / beta): 1.80 / 1.80 eV.

```
! RIJCOSX wB97M-V def2-TZVPD def2/J DEFGRID3
* xyz -1 4
V 0.237 0.575 0.832
P 0.620 3.466 2.003
F 1.316 1.962 2.279
F 1.455 4.145 3.260
F 1.895 3.998 1.107
F -0.261 4.734 1.531
F -0.042 2.665 0.730
F -0.500 2.928 3.002
O -1.653 0.973 -0.282
O 1.860 -0.517 1.472
O -5.446 -3.162 3.943
O -1.287 -0.148 2.425
O -1.348 -3.110 2.097
O 0.914 1.278 -3.620
O -5.598 -0.520 4.265
O 2.059 -1.437 -2.002
N 1.774 1.022 -0.815
N -0.272 -1.412 -0.281
C 0.515 -2.617 -0.579
C 1.781 2.205 -1.633
C -4.468 -0.956 3.787
C -2.228 -0.886 2.852
C -2.313 -2.404 2.603
C -2.149 -0.146 -1.009
C 0.635 2.234 -2.572
C 2.874 -1.298 -3.108
C 3.187 -0.256 0.970
C -3.397 -3.132 2.955
C -0.151 1.152 -4.588
C -3.246 -0.213 3.418
C -2.722 1.920 0.079
C 1.360 -2.660 -1.925
C -4.508 -2.497 3.532
C 3.078 0.932 -0.061
C 2.052 -1.333 2.642
C -1.008 -0.990 -1.472
H -2.740 0.162 -1.872
H -2.387 2.525 0.922
H 1.121 -2.921 0.275
H -3.537 1.408 0.589
H -2.932 -0.730 -0.526
H 0.044 0.190 -5.062
H -0.109 2.051 -5.203
H 3.292 1.829 0.520
H 0.708 -2.781 -2.790
H 3.602 -2.110 -3.137
H 0.569 3.207 -3.059
H -0.998 -1.772 0.321
H 2.553 -0.725 3.396
H -0.396 -0.365 -2.123
H -3.516 -4.203 2.892
H -2.926 2.528 -0.802
H 2.715 2.310 -2.185
H -1.148 1.051 -4.158
H 1.838 0.273 -1.490
H 3.441 -1.225 0.542
H 2.331 -1.410 -4.047
H 1.676 3.108 -1.032
H -0.389 2.078 -2.233
H 2.533 -2.309 2.586
H -1.385 -1.782 -2.119
H -0.230 -3.408 -0.659
H 1.070 -1.593 3.037
H 3.915 0.041 1.725
H -3.189 0.851 3.596
H 3.405 -0.348 -3.152
H 2.094 -3.465 -1.898
H 3.962 1.037 -0.689
*
```

Löwdin atomic charge list, values in e, 8 entries: number 1, V, carries 0.9176; number 2, P, carries 0.2823; number 3, F, carries -0.2002; number 4, F, carries -0.1637; number 5, F, carries -0.1665; number 6, F, carries -0.1304; number 7, F, carries -0.2187; number 8, F, carries -0.1135